The following is a DFT calculation (the ωB97M-V functional and the def2-TZVPD basis) of a 14-piece molecular cluster, C20H73N5O14 overall at a distorted geometry.

Properties
⟨S²⟩   0.751
LUMO energy (spin up / spin down)   2.2 / 2.3 eV
Spin multiplicity   2
Frontier orbital gap (spin up / spin down)   1.93 / 9.35 eV
Charge   -1
HOMO (spin up / spin down)   0.322 / -7.006 eV

Atoms and positions in Å:
O: -2.8860 0.3720 3.3255
H: -2.2343 0.1646 3.9953
H: -2.9666 -0.4318 2.8121
O: -3.2785 -1.6317 1.5417
H: -3.2060 -2.4986 1.1423
H: -3.5104 -1.0519 0.8163
O: 3.9790 2.5594 0.7210
H: 4.1911 1.6820 0.4026
H: 3.6176 3.0107 -0.0418
O: 2.2155 0.9433 -1.9996
H: 1.5842 0.3251 -1.6315
H: 3.0313 0.4461 -2.0594
O: -0.7290 -0.6806 4.8847
H: -1.2695 -1.4183 5.1673
H: 0.0705 -1.0843 4.5469
O: 0.9785 3.5643 -2.6901
H: 1.4749 4.0002 -1.9975
H: 1.2752 2.6546 -2.6618
O: -1.4193 -0.1793 -3.3004
H: -1.4686 0.7258 -3.6078
H: -0.9742 -0.6486 -4.0060
O: -1.1676 4.0544 0.1527
H: -1.4777 3.1578 0.2798
H: -0.3323 3.9569 -0.3045
O: 1.7081 4.8279 -0.3298
H: 2.1608 4.4659 0.4319
H: 1.2003 5.5607 0.0187
C: 4.5104 -1.1748 2.5864
C: 4.9453 -1.1797 1.1569
C: 4.7682 -2.5830 0.4876
O: 5.7247 -2.7884 -0.5802
C: 5.5994 -4.1498 -1.1232
N: 4.1608 -0.1849 0.4226
H: 3.4937 -1.5663 2.6186
H: 4.5388 -0.1469 2.9478
H: 5.2069 -1.7440 3.2022
H: 6.0210 -1.0043 1.1699
H: 3.8250 -2.5656 -0.0585
H: 4.8800 -3.3544 1.2495
H: 4.5845 -4.3189 -1.4833
H: 5.7281 -4.9487 -0.3929
H: 6.3133 -4.3415 -1.9243
H: 3.1605 -0.3072 0.4908
H: 4.3239 -0.3786 -0.5551
C: -4.5021 1.7438 -0.5285
C: -5.0253 0.4366 -1.0645
C: -5.4799 0.4676 -2.5610
O: -6.5421 1.3867 -2.8034
C: -7.8146 1.0384 -2.2259
N: -3.8583 -0.5028 -0.9382
H: -5.3474 2.4295 -0.4716
H: -3.7187 2.2775 -1.0666
H: -4.0735 1.6067 0.4643
H: -5.8057 0.1123 -0.3761
H: -5.8311 -0.5375 -2.7942
H: -4.6292 0.6661 -3.2131
H: -8.5484 1.8123 -2.4507
H: -7.8314 1.1509 -1.1419
H: -8.1933 0.0447 -2.4653
H: -3.1129 -0.0840 -1.4759
H: -3.9134 -1.3163 -1.5342
C: 0.0934 5.6133 6.3108
C: -0.4399 4.1559 6.0747
C: 0.4005 3.5059 4.9618
O: 1.8134 3.6339 5.0863
C: 2.5190 2.8719 4.1828
N: -0.2195 3.4369 7.3451
H: -0.5460 6.0408 7.0832
H: 0.1538 6.1869 5.3860
H: 1.1173 5.6457 6.6831
H: -1.5043 4.1266 5.8420
H: 0.1479 4.0604 4.0580
H: 0.0434 2.5240 4.6514
H: 2.2611 1.8184 4.2911
H: 3.5631 2.8774 4.4958
H: 2.5257 3.2432 3.1580
H: 0.7504 3.2540 7.5593
H: -0.5018 4.0423 8.1027
C: -1.4064 -5.8472 -3.8842
C: -0.8191 -4.5025 -4.3990
C: 0.2228 -4.7182 -5.5517
O: 1.0307 -3.5130 -5.7233
C: 2.1586 -3.6628 -6.5789
N: -1.9853 -3.6899 -4.6958
H: -1.8548 -5.7792 -2.8931
H: -0.5681 -6.5332 -3.7633
H: -2.0309 -6.3543 -4.6197
H: -0.2770 -4.0402 -3.5741
H: -0.2570 -4.9723 -6.4969
H: 0.8384 -5.6175 -5.5694
H: 2.9109 -4.3391 -6.1730
H: 2.6211 -2.6864 -6.7236
H: 1.8111 -3.8974 -7.5850
H: -1.6776 -2.7334 -4.7982
H: -2.3632 -3.9558 -5.5939
C: 0.7081 1.2199 1.4980
C: -0.2866 0.8579 0.3895
C: -0.2641 -0.6539 0.0947
O: 1.0375 -1.0220 -0.4838
C: 0.9621 -2.3117 -1.0703
N: -1.5487 1.4425 0.6198
H: 1.7132 0.8521 1.2918
H: 0.4906 0.8610 2.5040
H: 0.8330 2.2964 1.6147
H: 0.0822 1.1584 -0.5912
H: -1.0399 -0.8232 -0.6520
H: -0.4613 -1.2345 0.9959
H: 1.9696 -2.3269 -1.4861
H: 0.2322 -2.5647 -1.8393
H: 0.9268 -3.0877 -0.3057
H: -2.2430 1.0406 0.0061
H: -1.7675 1.2586 1.5885

The following is a DFT calculation (the ωB97M-V functional and the def2-TZVPD basis) of the molecule C6H12O.

Properties
LUMO energy   1.1 eV
Frontier orbital gap   11.15 eV
Structure (SMILES)   CC(C)[C@H]1O[C@H]1C
Charge   0
Energy relative to the best compared isomer or geometry (same formula, charge and spin)   105.61 kJ/mol
HOMO   -10.033 eV

Atoms and positions in Å:
C: -1.8918 -1.0694 -0.4842
C: -0.7805 -0.0660 -0.1680
C: -1.3105 1.1425 0.6051
C: 0.3117 -0.7608 0.6144
O: 1.2619 -1.5144 -0.1314
C: 1.7302 -0.3816 0.5976
C: 2.3018 0.7701 -0.1874
H: -2.6716 -0.6150 -1.1052
H: -1.4903 -1.9383 -1.0162
H: -2.3650 -1.4267 0.4397
H: -0.3493 0.2751 -1.1168
H: -1.6981 0.8408 1.5865
H: -2.1296 1.6258 0.0610
H: -0.5247 1.8891 0.7690
H: -0.0497 -1.2745 1.5116
H: 2.3176 -0.6567 1.4770
H: 1.6110 1.1359 -0.9513
H: 3.2268 0.4609 -0.6856
H: 2.5432 1.5985 0.4883

The following is a DFT calculation (the ωB97M-V functional and the def2-TZVPD basis) of a 16-piece molecular cluster, C66H138F10N18O36P6 overall at a distorted geometry.

Properties
LUMO energy   -0.1 eV
Frontier orbital gap   7.57 eV
Charge   0
Energy relative to the best compared isomer or geometry (same formula, charge and spin)   666.54 kJ/mol
HOMO   -7.678 eV

Atoms and positions in Å:
C: -23.8098 14.3004 -3.1974
C: -24.0134 13.0936 -3.9972
O: -25.4638 13.1545 -4.1924
C: -26.0350 14.1446 -3.5769
O: -27.2312 14.3887 -3.4443
O: -25.0844 14.7090 -2.8253
F: -23.7424 12.0050 -3.2974
H: -23.3909 15.1413 -3.7501
H: -23.3361 14.1598 -2.2258
H: -23.4622 13.0636 -4.9371
C: -28.2523 8.5717 -0.2886
C: -27.7520 9.2887 0.9321
O: -26.3749 9.0703 0.7404
C: -26.1190 8.9243 -0.5185
O: -25.0051 9.0401 -1.0601
O: -27.1962 8.7120 -1.1661
F: -28.1148 8.7253 2.1518
H: -29.1335 9.0793 -0.6811
H: -28.5752 7.5351 -0.1919
H: -27.8809 10.3698 0.9836
C: -32.3090 14.2046 5.2133
C: -33.2803 14.7518 4.1414
O: -32.4566 15.7539 3.6085
C: -31.1699 15.2079 3.5890
O: -30.2398 15.7932 3.0907
O: -31.1352 14.2108 4.3865
F: -34.2843 15.3203 4.7806
H: -32.5851 13.2490 5.6591
H: -32.3765 14.8000 6.1238
H: -33.7143 13.9671 3.5217
C: -29.0224 16.9566 -1.0771
C: -30.4371 16.4463 -0.7070
O: -30.9682 17.4600 0.2056
C: -29.9294 18.1101 0.6315
O: -30.0195 19.1259 1.3693
O: -28.7466 17.6861 0.0733
F: -30.2695 15.3344 -0.0237
H: -28.9915 17.4856 -2.0296
H: -28.2539 16.1854 -1.1303
H: -31.1254 16.1485 -1.4980
C: -38.1814 10.3407 1.2345
C: -36.9003 9.7639 0.5428
O: -36.4907 8.7574 1.4583
C: -37.3608 8.7299 2.5638
O: -37.3149 7.9248 3.5236
O: -38.4139 9.5369 2.3588
F: -35.9066 10.6489 0.4793
H: -38.9523 10.3397 0.4640
H: -38.0156 11.3987 1.4376
H: -37.0380 9.5113 -0.5086
C: -27.5438 14.0763 6.0656
C: -27.9793 12.9110 6.9133
O: -27.7728 11.8528 6.0144
C: -27.9582 12.3262 4.7829
O: -28.0957 11.6813 3.7770
O: -28.0159 13.6564 4.8221
F: -29.2976 13.0128 7.0963
H: -26.4559 14.0954 6.1306
H: -28.0922 14.9782 6.3375
H: -27.4846 12.8781 7.8840
C: -33.0105 7.3538 -1.8009
C: -34.1178 7.6528 -0.7259
O: -34.8403 6.4015 -0.6576
C: -34.5879 5.6543 -1.7708
O: -35.0976 4.6916 -2.2155
O: -33.5525 6.2599 -2.3897
F: -35.0678 8.4548 -1.2408
H: -32.0846 6.9306 -1.4113
H: -32.9167 8.1794 -2.5064
H: -33.6503 8.0838 0.1594
C: -37.4857 7.1573 -3.3212
C: -37.0224 6.1548 -4.3705
O: -35.7687 6.7124 -4.7156
C: -35.7045 8.0223 -4.3681
O: -34.8091 8.7642 -4.7220
O: -36.7100 8.2982 -3.5939
F: -37.8971 6.3926 -5.2899
H: -37.4006 6.8849 -2.2692
H: -38.5749 7.1949 -3.3399
H: -37.0732 5.1160 -4.0442
C: -30.4249 9.5665 6.2854
C: -31.4572 10.6203 5.9257
O: -32.5816 10.3255 6.7675
C: -32.5149 9.0281 7.1061
O: -33.3681 8.4190 7.7083
O: -31.3245 8.5587 6.7627
F: -31.8391 10.5780 4.6615
H: -29.6835 9.9113 7.0062
H: -29.8085 9.2714 5.4363
H: -31.0197 11.5931 6.1500
C: -33.8910 16.5421 -4.7171
C: -33.5524 15.0406 -4.6811
O: -34.3492 14.5389 -5.7329
C: -35.4110 15.4024 -6.0026
O: -36.3381 15.1476 -6.6958
O: -35.1667 16.5376 -5.2376
F: -33.9447 14.4872 -3.5304
H: -33.1788 17.0674 -5.3534
H: -33.7811 16.9970 -3.7326
H: -32.4997 14.8551 -4.8941
O: -31.8426 6.5649 1.1901
P: -31.6612 5.7673 2.4611
N: -32.9109 6.1739 3.5749
C: -34.0633 7.0572 3.2083
C: -32.9624 5.8116 5.0017
N: -30.1862 5.8923 3.3040
C: -28.9420 5.1713 2.9722
C: -29.9911 6.9888 4.2809
N: -31.9176 4.0702 2.3397
C: -32.9212 3.5762 1.4142
C: -31.5754 3.1155 3.4450
H: -34.9689 6.4539 3.2707
H: -34.0106 7.2686 2.1403
H: -34.1725 7.9523 3.8206
H: -32.0283 6.1536 5.4473
H: -33.0574 4.7367 5.1554
H: -33.7875 6.2995 5.5207
H: -28.1209 5.8873 2.9390
H: -28.7824 4.2625 3.5524
H: -28.9915 4.7848 1.9542
H: -30.7965 7.7186 4.1994
H: -29.9611 6.5377 5.2727
H: -29.0521 7.5031 4.0761
H: -32.9994 4.2083 0.5296
H: -32.6138 2.5875 1.0736
H: -33.8494 3.4566 1.9731
H: -31.5496 2.0648 3.1560
H: -32.4139 3.2629 4.1256
H: -30.6773 3.3598 4.0122
O: -39.8064 15.7740 -0.5227
P: -38.7047 16.7127 -0.2564
N: -37.4022 16.1004 0.6540
C: -37.5834 15.8725 2.1034
C: -36.3124 15.2839 0.1297
N: -39.1195 18.2113 0.4943
C: -38.2078 19.3507 0.6437
C: -40.5031 18.6610 0.1189
N: -37.9894 17.2098 -1.7158
C: -36.8106 18.0126 -1.7285
C: -38.4850 16.8048 -3.0105
H: -36.6249 15.9913 2.6086
H: -38.2275 15.0337 2.3674
H: -38.1727 16.7448 2.3861
H: -36.0994 15.5458 -0.9067
H: -36.5297 14.2163 0.1605
H: -35.3676 15.6445 0.5364
H: -37.2463 19.0520 1.0613
H: -38.0195 19.8789 -0.2910
H: -38.5418 20.1829 1.2635
H: -40.8327 19.5849 0.5942
H: -40.5134 18.7125 -0.9698
H: -41.2449 17.9228 0.4238
H: -36.4609 18.2117 -0.7155
H: -35.9837 17.4794 -2.1977
H: -36.8846 18.8608 -2.4091
H: -37.6992 16.7360 -3.7627
H: -39.2867 17.4764 -3.3177
H: -39.0324 15.8635 -2.9612
O: -24.7558 16.8065 0.0945
P: -24.5627 15.9326 1.3239
N: -25.5467 14.5112 1.4523
C: -26.9603 14.7112 1.4130
C: -25.1041 13.2696 0.9417
N: -25.0355 16.7922 2.7867
C: -24.7124 18.2675 2.9550
C: -25.3218 16.1176 4.0049
N: -22.9731 15.3617 1.6895
C: -22.5721 14.5102 2.8240
C: -21.8765 16.2446 1.2086
H: -27.3111 15.6077 1.9242
H: -27.3874 13.8766 1.9691
H: -27.3111 14.8142 0.3861
H: -25.6551 13.1778 0.0057
H: -25.3631 12.4549 1.6179
H: -24.0411 13.2259 0.7042
H: -23.7354 18.5312 2.5502
H: -25.4916 18.9761 2.6742
H: -24.4461 18.3675 4.0072
H: -24.4233 15.7320 4.4865
H: -26.0277 16.6745 4.6212
H: -25.9712 15.2576 3.8412
H: -21.6080 14.0660 2.5766
H: -22.5000 15.1008 3.7373
H: -23.2854 13.7078 3.0123
H: -20.8440 15.9491 1.3948
H: -21.9696 17.2492 1.6212
H: -21.9606 16.5682 0.1712
O: -38.8930 9.7586 -1.8850
P: -39.5549 10.8277 -2.7260
N: -40.9446 11.5683 -2.0415
C: -41.6519 10.8754 -0.9957
C: -41.6090 12.7572 -2.6071
N: -40.1862 10.3185 -4.3038
C: -40.3427 8.9063 -4.7111
C: -40.8741 11.2691 -5.1641
N: -38.5820 12.1007 -3.2154
C: -37.5889 11.8445 -4.2705
C: -38.0961 13.1156 -2.2314
H: -41.5203 11.3270 -0.0124
H: -41.3684 9.8263 -1.0800
H: -42.7290 10.8486 -1.1602
H: -42.3559 12.5042 -3.3595
H: -40.9378 13.5255 -2.9911
H: -42.1445 13.2886 -1.8203
H: -39.3463 8.4883 -4.5678
H: -41.1092 8.4085 -4.1171
H: -40.6013 8.8297 -5.7672
H: -40.5512 11.1974 -6.2027
H: -41.9573 11.2830 -5.0435
H: -40.4710 12.2605 -4.9574
H: -36.9967 12.7138 -4.5565
H: -36.9437 10.9962 -4.0420
H: -38.0010 11.5741 -5.2427
H: -38.9862 13.5701 -1.7963
H: -37.4950 13.9458 -2.6023
H: -37.5433 12.6087 -1.4405
O: -29.1005 10.3541 -7.4194
P: -28.8943 9.1202 -6.6229
N: -29.1472 7.6762 -7.5000
C: -29.8101 7.6116 -8.8415
C: -28.8755 6.3209 -6.9543
N: -29.9898 8.9995 -5.2708
C: -31.1779 9.7632 -5.1849
C: -30.0594 7.8889 -4.4219
N: -27.2699 9.0429 -6.0633
C: -26.8754 9.3743 -4.7040
C: -26.2367 8.7659 -7.1228
H: -29.7502 8.6066 -9.2825
H: -30.8839 7.4424 -8.7611
H: -29.4242 6.9020 -9.5734
H: -29.7160 5.9486 -6.3686
H: -27.8973 6.3312 -6.4737
H: -28.6877 5.5933 -7.7439
H: -31.6886 9.5325 -4.2500
H: -30.9138 10.8193 -5.1305
H: -31.8120 9.6031 -6.0569
H: -30.7989 7.1884 -4.8098
H: -29.1577 7.2819 -4.3406
H: -30.2816 8.0877 -3.3735
H: -26.0907 10.1306 -4.6862
H: -27.6789 9.8340 -4.1286
H: -26.6767 8.4055 -4.2458
H: -25.9205 7.7262 -7.0393
H: -25.3695 9.4168 -7.0113
H: -26.7132 8.9378 -8.0879
O: -31.1412 9.8431 -1.9032
P: -31.4618 11.0994 -1.1894
N: -33.0497 11.7484 -1.3261
C: -33.6537 12.7156 -0.5325
C: -33.8858 11.2043 -2.4206
N: -30.5425 12.4993 -1.6483
C: -30.6072 12.9906 -2.9855
C: -29.2036 12.7273 -1.1528
N: -31.0912 11.1316 0.5259
C: -31.1034 12.3432 1.3410
C: -31.2496 9.8779 1.3196
H: -34.6846 12.9328 -0.8121
H: -33.1660 13.6886 -0.5922
H: -33.7320 12.3359 0.4862
H: -34.6934 10.7005 -1.8894
H: -33.2840 10.6172 -3.1143
H: -34.2304 11.9709 -3.1146
H: -31.3163 12.5607 -3.6930
H: -30.7092 14.0754 -3.0166
H: -29.6821 12.6473 -3.4486
H: -29.1602 12.6218 -0.0688
H: -28.5529 12.0260 -1.6750
H: -28.8564 13.7205 -1.4377
H: -31.7799 12.2312 2.1883
H: -30.2458 12.5287 1.9877
H: -31.4172 13.2122 0.7627
H: -30.8272 9.0776 0.7120
H: -32.2872 9.7605 1.6322
H: -30.7591 9.9078 2.2926

The following is a DFT calculation (the ωB97M-V functional and the def2-TZVPD basis) of an isolated ion of composition C6H9ClNO and charge +1 at a distorted geometry.

Properties
⟨S²⟩   2.008
LUMO energy (spin up / spin down)   -3.0 / -7.3 eV
Spin multiplicity   3
Frontier orbital gap (spin up / spin down)   7.12 / 7.20 eV
Charge   +1
Energy relative to the best compared isomer or geometry (same formula, charge and spin)   0.00 kJ/mol
HOMO (spin up / spin down)   -10.109 / -14.471 eV

Atoms and positions in Å:
C: -0.4537 -1.9400 0.0867
C: 1.0021 -1.6927 -0.0640
C: -1.2510 -1.0075 0.5814
C: 1.5156 -0.5152 -0.0666
C: 0.2728 0.8933 0.1013
C: -0.4262 1.2495 -1.1984
N: -0.6732 0.2605 1.0485
O: 0.7901 1.9402 0.7515
Cl: 3.0497 0.0727 0.0393
H: -0.8387 -2.8820 -0.2282
H: 1.5899 -2.7241 -0.2348
H: -2.3924 -1.0439 0.5844
H: -1.3870 1.5749 -1.0858
H: -0.5627 0.2465 -1.7684
H: 0.0765 1.9726 -1.8122
H: -1.4050 0.8208 1.2844
H: -0.0361 0.2535 1.8930
H: 1.1293 2.5207 0.0877

The following is a DFT calculation (the ωB97M-V functional and the def2-TZVPD basis) of the molecule C3H4N2O2 at a distorted geometry.

Properties
LUMO energy (spin up / spin down)   -1.3 / -1.4 eV
Frontier orbital gap (spin up / spin down)   7.98 / 7.29 eV
Structure (SMILES)   [H]/N=N/C(=C)C(=O)O
Charge   0
Energy relative to the best compared isomer or geometry (same formula, charge and spin)   665.49 kJ/mol
HOMO (spin up / spin down)   -9.319 / -8.664 eV

Atoms and positions in Å:
H: 1.8970 -1.3317 1.0024
N: 1.5717 -0.9649 0.1004
N: 1.5518 0.2441 -0.2123
C: 0.2570 0.6840 -0.0465
C: -0.2122 1.8187 -0.5641
C: -0.3934 -0.8731 0.3982
O: -0.4680 -1.2919 1.5301
O: -1.3302 -1.2109 -0.5264
H: 0.4632 2.6407 -0.7653
H: -1.2512 1.8935 -0.8484
H: -2.0855 -1.6084 -0.0681

The following is a DFT calculation (the ωB97M-V functional and the def2-TZVPD basis) of a 2-piece molecular cluster, CH6ClP3 overall at a distorted geometry.

Properties
LUMO energy (spin up / spin down)   -2.0 / -2.7 eV
Frontier orbital gap (spin up / spin down)   7.46 / 5.87 eV
Charge   0
Energy relative to the best compared isomer or geometry (same formula, charge and spin)   157.79 kJ/mol
HOMO (spin up / spin down)   -9.452 / -8.578 eV

Atoms and positions in Å:
C: 0.0026 0.1252 0.1746
P: -0.4319 1.7448 -0.5607
P: -0.5015 -1.2890 -0.8307
P: 1.8365 0.0903 0.4199
Cl: 4.6494 -0.0743 -0.2888
H: -1.3791 2.0855 0.4042
H: -1.4134 1.2980 -1.4522
H: -0.2673 -2.2816 0.1189
H: -1.8737 -1.2118 -0.6040
H: 1.9846 1.1693 1.2778
H: 1.9685 -0.9353 1.3468

no.,total energy (Ha)
1,-2132.77949
2,-311.01905
3,-9338.81545
4,-823.73481
5,-376.51033
6,-1525.79665